This record from the OMol25 dataset describes an isolated molecule of C6H8. The level of theory is ωB97M-V/def2-TZVPD.

Cartesian coordinates (Å):
C 2.90 -0.27 -0.25
C 1.74 -0.24 0.08
C 0.37 -0.10 0.57
C -0.42 1.12 0.03
C -1.58 0.20 -0.39
C -0.76 -1.04 0.05
H 3.93 -0.27 -0.53
H 0.41 -0.11 1.66
H -0.66 1.88 0.78
H 0.09 1.62 -0.81
H -2.51 0.35 0.17
H -1.82 0.22 -1.46
H -0.47 -1.72 -0.75
H -1.23 -1.63 0.85

Results
HOMO level in eV: -9.8
SMILES: C#CC1CCC1
E_LUMO in eV: 1.157
Energy relative to the best compared isomer or geometry (same formula, charge and spin) in eV: 1.741



This record from the OMol25 dataset describes a structure of composition C29H41F5P2Pd at a distorted geometry. The level of theory is ωB97M-V/def2-TZVPD.

Cartesian coordinates (Å):
Pd 0.08 2.09 -1.25
C -0.39 -0.11 1.20
C -0.04 1.23 1.45
C -1.57 1.19 -0.34
C -1.35 -0.16 0.16
C -0.82 2.09 0.56
C 0.06 -1.31 1.99
H 1.03 -1.12 2.48
H 0.24 -2.16 1.32
H -0.64 -1.65 2.77
C -2.17 -1.29 -0.20
H -1.77 -2.22 0.19
H -2.22 -1.41 -1.56
H -3.23 -1.18 0.07
C -2.91 1.53 -0.90
H -3.67 1.52 -0.10
H -3.21 0.81 -1.68
H -2.91 2.51 -1.39
C -1.36 3.43 0.89
H -2.33 3.38 1.39
H -1.46 3.95 -0.07
H -0.68 3.95 1.56
C 0.79 1.74 2.55
H 0.17 2.28 3.29
H 1.54 2.44 2.16
H 1.32 0.94 3.09
C 2.97 -1.98 -0.41
C 3.42 -2.02 0.85
C 3.95 -0.84 1.60
C 5.26 -0.15 1.01
C 4.83 1.03 0.16
C 3.49 1.29 -0.03
C 2.60 0.49 -0.92
C 3.26 -0.86 -1.34
H 4.09 -1.01 2.68
H 5.92 -0.91 0.50
H 3.12 -0.10 1.57
H 4.36 -0.75 -1.41
H 2.43 -2.83 -0.85
H 3.32 -2.95 1.40
H 2.91 -1.12 -2.35
H 1.57 0.31 -0.53
H 3.02 2.15 0.44
H 2.34 1.12 -1.80
H 5.87 0.23 1.86
H 5.50 1.90 0.19
P 5.38 1.17 -2.14
C 6.20 0.27 -3.52
C 6.98 1.93 -1.60
P 3.17 3.49 -2.30
C 4.53 2.48 -3.10
C 4.27 4.68 -1.37
C 2.93 4.63 -3.73
H 5.62 0.37 -4.43
H 6.34 -0.78 -3.24
H 7.19 0.71 -3.68
H 7.68 2.00 -2.44
H 7.44 1.27 -0.85
H 6.89 2.92 -1.16
H 3.87 4.92 -4.24
H 2.43 5.52 -3.37
H 2.28 4.12 -4.45
H 4.08 1.99 -3.98
H 5.36 3.11 -3.48
H 3.71 5.60 -1.17
H 5.20 4.97 -1.89
H 4.51 4.24 -0.40
F -4.70 -2.05 -2.29
C -3.67 -1.90 -3.17
C -2.41 -1.57 -2.73
C -1.38 -1.45 -3.65
F -0.11 -1.16 -3.24
C -1.60 -1.69 -5.01
F -0.59 -1.58 -5.88
C -2.87 -2.06 -5.46
F -3.10 -2.32 -6.76
C -3.91 -2.15 -4.53
F -5.15 -2.47 -4.93

Results
HOMO level (alpha / beta) in eV: -11.4 / -12.2
Charge: +2
2S+1: 5
Expectation value of S²: 6.06
E_LUMO (alpha / beta) in eV: -5.815 / -9.936
Energy relative to the best compared isomer or geometry (same formula, charge and spin) in eV: 3.962



This record from the OMol25 dataset describes a cluster of 10 separate species, C40H80O27 in total at a distorted geometry. The level of theory is ωB97M-V/def2-TZVPD.

Cartesian coordinates (Å):
C 23.22 -3.01 15.86
C 23.44 -4.56 16.15
O 22.89 -4.90 17.37
C 23.59 -4.76 18.55
O 24.80 -4.56 18.58
O 22.83 -5.16 19.58
C 23.49 -5.51 20.75
H 23.89 -2.34 16.40
H 22.17 -2.72 15.94
H 23.52 -2.87 14.82
H 24.50 -4.78 16.16
H 23.12 -5.36 15.48
H 23.94 -4.60 21.17
H 24.36 -6.13 20.55
H 22.78 -5.91 21.48
C 27.07 -7.91 16.71
C 26.62 -7.20 17.96
O 27.69 -7.23 18.93
C 27.40 -7.51 20.18
O 26.32 -8.02 20.49
O 28.45 -7.22 20.95
C 28.35 -7.28 22.32
H 26.39 -7.92 15.86
H 27.30 -8.93 17.03
H 27.93 -7.32 16.37
H 25.60 -7.40 18.30
H 26.53 -6.15 17.70
H 27.49 -6.69 22.65
H 29.19 -6.87 22.88
H 28.18 -8.32 22.61
C 22.67 -3.12 11.04
C 21.76 -4.32 11.29
O 22.13 -5.01 12.56
C 21.35 -6.07 12.78
O 20.39 -6.48 12.16
O 21.89 -6.62 13.85
C 21.27 -7.75 14.43
H 23.69 -3.51 10.97
H 22.66 -2.35 11.81
H 22.59 -2.63 10.07
H 21.84 -4.99 10.44
H 20.72 -4.01 11.43
H 21.31 -8.74 13.98
H 20.22 -7.64 14.70
H 21.82 -7.88 15.37
C 28.68 -10.58 26.75
C 28.35 -9.21 26.24
O 27.27 -9.29 25.32
C 26.42 -8.23 25.19
O 26.36 -7.22 25.88
O 25.80 -8.43 24.03
C 24.97 -7.54 23.46
H 27.77 -11.06 27.10
H 29.39 -10.45 27.57
H 29.05 -11.26 25.99
H 29.28 -8.79 25.86
H 28.12 -8.62 27.13
H 24.07 -7.68 24.07
H 24.88 -7.79 22.40
H 25.43 -6.56 23.58
C 23.49 -5.25 25.21
C 22.65 -4.06 25.72
O 21.33 -4.34 25.25
C 20.34 -4.83 26.05
O 20.51 -5.17 27.22
O 19.11 -4.94 25.44
C 18.02 -5.02 26.36
H 22.78 -6.08 25.23
H 24.26 -5.57 25.92
H 23.81 -5.22 24.17
H 23.05 -3.19 25.21
H 22.62 -3.96 26.81
H 17.23 -4.48 25.84
H 18.28 -4.62 27.34
H 17.63 -6.02 26.53
C 26.87 1.29 13.86
C 25.44 1.63 14.33
O 24.61 0.53 14.62
C 23.46 0.58 15.34
O 22.59 -0.32 15.42
O 23.34 1.76 15.87
C 22.02 2.21 16.20
H 27.07 1.55 12.82
H 27.11 0.22 13.88
H 27.69 1.80 14.36
H 24.78 2.13 13.62
H 25.52 2.24 15.23
H 22.08 3.28 16.39
H 21.62 1.63 17.03
H 21.28 2.04 15.42
C 17.97 -1.29 25.97
C 17.63 -1.07 24.49
O 18.27 -2.06 23.64
C 19.55 -1.82 23.22
O 20.17 -0.77 23.42
O 19.95 -2.77 22.25
C 21.30 -2.91 21.97
H 17.63 -0.42 26.53
H 19.04 -1.40 26.11
H 17.54 -2.24 26.26
H 17.90 -0.08 24.13
H 16.57 -1.22 24.26
H 21.95 -2.11 22.32
H 21.38 -3.05 20.90
H 21.51 -3.93 22.29
O 26.91 -4.41 21.44
C 27.19 -3.37 20.85
O 27.30 -2.14 21.36
C 26.76 -1.81 22.61
C 27.26 -0.54 23.26
C 27.78 -3.37 19.42
H 27.02 -2.60 23.32
H 25.67 -1.84 22.67
H 27.06 0.35 22.67
H 28.35 -0.51 23.29
H 26.89 -0.48 24.28
H 27.16 -2.74 18.78
H 27.84 -4.37 18.99
H 28.73 -2.86 19.50
O 25.59 0.12 10.97
C 25.79 -1.04 10.49
O 25.86 -2.15 11.26
C 25.66 -2.09 12.66
C 25.77 -3.42 13.35
C 25.97 -1.22 8.97
H 24.68 -1.66 12.88
H 26.52 -1.57 13.06
H 25.11 -4.27 13.18
H 25.76 -3.12 14.40
H 26.62 -4.04 13.06
H 26.07 -2.30 8.80
H 26.85 -0.69 8.60
H 25.21 -0.74 8.36
O 23.97 -0.65 21.02
C 24.07 -0.03 19.91
O 23.87 1.34 19.73
C 23.19 2.16 20.64
C 24.03 3.12 21.40
C 24.49 -0.77 18.62
H 22.58 1.61 21.35
H 22.44 2.62 20.00
H 24.60 2.55 22.14
H 23.25 3.79 21.75
H 24.65 3.64 20.67
H 24.93 -1.70 18.98
H 25.22 -0.26 17.98
H 23.55 -0.82 18.07

Results
HOMO level (alpha / beta) in eV: 0.7 / -8.3
Charge: -1
2S+1: 2
Expectation value of S²: 0.75
E_LUMO (alpha / beta) in eV: 2.094 / 2.068



This record from the OMol25 dataset describes a cluster of 2 separate species, C10H14F3NO3 in total at a distorted geometry. The level of theory is ωB97M-V/def2-TZVPD.

Cartesian coordinates (Å):
C -2.26 1.11 1.34
O -1.81 0.41 0.14
C -0.44 0.08 0.20
O 0.39 0.98 0.50
C 0.12 -1.37 -0.15
C -0.86 -2.58 0.22
O -0.52 -3.01 1.57
C -1.34 -2.34 2.55
C -0.51 -1.74 3.77
F -1.44 -1.42 4.80
F 0.23 -0.57 3.42
F 0.42 -2.64 4.32
H -3.20 0.55 1.70
H -2.48 2.21 1.20
H -1.49 0.95 2.18
H 0.35 -1.43 -1.26
H 1.10 -1.56 0.42
H -1.97 -2.36 0.08
H -0.62 -3.43 -0.51
H -1.88 -1.48 2.03
H -2.14 -3.02 2.99
C 2.82 2.91 -3.79
C 2.59 3.01 -2.39
C 1.61 2.09 -2.07
N 1.25 1.45 -3.23
C 1.99 1.94 -4.28
H 3.53 3.49 -4.37
H 3.08 3.68 -1.70
H 1.15 1.85 -1.13
H 0.55 0.73 -3.30
H 1.85 1.56 -5.28

Results
HOMO level in eV: -8.0
SMILES: COC(=O)CCOCC(F)(F)F.c1cc[nH]c1
E_LUMO in eV: 0.414



This record from the OMol25 dataset describes a cluster of 3 separate species, C28H56N5O7 in total at a distorted geometry. The level of theory is ωB97M-V/def2-TZVPD.

Cartesian coordinates (Å):
C 3.90 -2.71 0.05
C 4.28 -1.22 -0.31
C 3.76 -0.73 -1.72
C 2.34 -0.10 -1.49
N 2.38 1.16 -0.73
C 1.04 1.60 -0.40
N 0.58 1.16 0.74
C -0.74 1.59 1.24
O -1.83 0.95 0.62
C -2.89 1.96 0.60
C -4.30 1.35 0.27
C -4.94 2.18 -0.90
N 0.44 2.50 -1.30
O -0.82 2.26 -1.74
C -0.89 1.27 -2.79
C -1.31 -0.16 -2.31
N -2.75 -0.33 -2.07
C -3.24 -1.65 -2.51
C -3.54 -2.63 -1.29
C -4.92 -2.35 -0.59
O -2.43 -2.69 -0.41
C 0.95 3.87 -1.30
C 0.67 4.61 -2.64
C -0.78 5.29 -2.56
C 2.50 3.71 -0.95
N 3.32 4.82 -1.42
C 3.07 2.29 -1.39
C 3.08 2.28 -2.96
H 4.84 -3.24 0.34
H 3.49 -3.25 -0.83
H 3.19 -2.69 0.90
H 3.96 -0.49 0.48
H 5.40 -1.17 -0.36
H 3.65 -1.63 -2.37
H 4.51 -0.01 -2.12
H 1.80 -0.84 -0.84
H 1.72 -0.06 -2.43
H 1.14 0.52 1.30
H -0.82 2.68 1.00
H -0.74 1.52 2.36
H -2.68 2.79 -0.11
H -2.91 2.42 1.63
H -4.92 1.47 1.19
H -4.15 0.28 0.02
H -4.35 2.13 -1.85
H -5.97 1.80 -1.09
H -5.06 3.26 -0.61
H -1.64 1.65 -3.53
H 0.06 1.16 -3.36
H -0.75 -0.39 -1.38
H -0.92 -0.87 -3.10
H -3.26 0.34 -2.64
H -4.22 -1.56 -3.05
H -2.56 -2.20 -3.19
H -3.62 -3.64 -1.77
H -5.57 -1.64 -1.15
H -4.71 -1.85 0.39
H -5.47 -3.29 -0.32
H -2.67 -2.33 0.46
H 0.46 4.42 -0.45
H 1.37 5.43 -2.88
H 0.58 3.83 -3.45
H -1.34 4.77 -1.73
H -0.72 6.37 -2.32
H -1.36 5.13 -3.49
H 2.54 3.73 0.19
H 2.98 5.68 -0.97
H 4.28 4.73 -1.08
H 4.13 2.29 -1.03
H 3.22 3.29 -3.41
H 3.91 1.65 -3.37
H 2.15 1.87 -3.40
O 1.49 -4.70 0.72
C 0.56 -5.13 1.34
O 0.56 -6.34 1.96
C -0.74 -6.60 2.52
C -1.38 -5.24 2.69
C -0.78 -4.46 1.53
H -1.30 -7.24 1.83
H -0.63 -7.12 3.47
H -2.47 -5.27 2.68
H -1.06 -4.79 3.63
H -1.36 -4.57 0.62
H -0.65 -3.40 1.77
O -0.22 -2.32 4.33
C 0.66 -1.54 4.53
O 0.56 -0.21 4.26
C 1.82 0.43 4.52
C 2.54 -0.48 5.49
C 2.03 -1.86 5.08
H 2.37 0.54 3.57
H 1.65 1.42 4.94
H 3.62 -0.39 5.45
H 2.22 -0.26 6.51
H 2.63 -2.30 4.28
H 1.96 -2.53 5.93

Results
HOMO level in eV: -11.4
Charge: +1
E_LUMO in eV: -3.431
Energy relative to the best compared isomer or geometry (same formula, charge and spin) in eV: 0.000



This record from the OMol25 dataset describes an isolated molecule of C6H10N2O at a distorted geometry. The level of theory is ωB97M-V/def2-TZVPD.

Cartesian coordinates (Å):
C -2.04 0.79 -0.35
C 1.13 -1.87 1.43
N -0.61 0.76 -0.61
C 0.30 0.05 0.08
C 0.06 -0.82 1.22
C -0.06 1.36 -1.73
C 1.38 1.25 -1.61
N -0.96 -0.62 1.98
O 1.52 0.12 -0.44
H -0.99 -1.31 2.73
H -0.59 1.21 -2.66
H -2.30 1.72 0.17
H -2.55 0.77 -1.32
H -2.33 -0.05 0.26
H 0.81 -2.57 2.20
H 1.33 -2.41 0.51
H 2.06 -1.40 1.74
H 1.93 0.94 -2.50
H 1.90 2.07 -1.09

Results
HOMO level (alpha / beta) in eV: -6.5 / -6.2
E_LUMO (alpha / beta) in eV: 0.540 / 0.400
Energy relative to the best compared isomer or geometry (same formula, charge and spin) in eV: 3.212



This record from the OMol25 dataset describes a structure of composition C37H49BClIrN8S4 at a distorted geometry. The level of theory is ωB97M-V/def2-TZVPD.

Cartesian coordinates (Å):
Ir 0.91 0.58 0.08
C 5.46 -0.70 -2.09
C 5.29 -2.17 -1.74
C 5.80 -2.45 -0.33
C 6.10 -2.97 -2.76
N 3.86 -2.65 -1.82
C 3.63 -4.02 -1.82
C 2.31 -4.20 -1.91
N 1.71 -2.96 -1.97
B 0.20 -2.97 -2.41
N -0.72 -3.36 -1.20
C -1.63 -4.38 -1.34
C -2.29 -4.52 -0.17
N -1.78 -3.57 0.70
C -0.85 -2.84 0.03
S 0.24 -1.70 0.76
C -2.10 -3.58 2.17
C -2.52 -2.20 2.65
C -3.26 -4.55 2.43
C -0.87 -4.08 2.92
N -0.25 -1.71 -3.06
C -0.60 -0.72 -3.58
C -1.75 2.40 -3.93
N -3.35 2.01 -1.30
C -3.59 0.73 -1.37
S -3.18 -0.60 -0.56
C -4.43 2.99 -1.74
C -5.50 2.82 -0.64
C -5.05 2.73 -3.11
C -3.83 4.39 -1.62
C 2.65 -2.02 -1.86
S 2.38 -0.31 -1.79
H 6.53 -0.51 -2.18
H 5.06 -0.03 -1.34
H 4.99 -0.45 -3.05
H 6.84 -2.13 -0.25
H 5.76 -3.52 -0.10
H 5.21 -1.92 0.41
H 7.11 -2.56 -2.80
H 5.66 -2.90 -3.76
H 6.20 -4.02 -2.50
H 4.42 -4.74 -1.78
H 1.74 -5.11 -1.98
H 0.09 -3.87 -3.19
H -1.73 -4.92 -2.27
H -3.05 -5.22 0.10
H -3.32 -1.79 2.03
H -1.66 -1.53 2.64
H -2.89 -2.28 3.67
H -4.17 -4.24 1.91
H -3.46 -4.53 3.50
H -3.01 -5.57 2.17
H -0.02 -3.42 2.76
H -0.60 -5.08 2.60
H -1.09 -4.11 3.99
H -1.40 1.71 -4.67
H -1.90 3.46 -3.90
H -5.84 1.79 -0.57
H -6.35 3.44 -0.92
H -5.13 3.14 0.33
H -5.67 1.84 -3.10
H -4.33 2.65 -3.91
H -5.69 3.59 -3.32
H -3.35 4.51 -0.64
H -4.61 5.14 -1.72
H -3.08 4.58 -2.40
S -0.70 3.76 2.78
C -1.79 2.45 2.92
C -1.42 1.38 2.15
C -0.21 1.60 1.42
C 0.26 2.86 1.68
C 1.45 3.31 1.00
C 2.06 4.56 1.13
C 3.19 4.84 0.39
C 3.70 3.88 -0.47
C 3.06 2.67 -0.56
N 1.96 2.38 0.16
H -2.65 2.53 3.56
H -2.01 0.48 2.10
H 1.63 5.29 1.81
H 3.67 5.81 0.48
H 4.58 4.06 -1.07
H 3.41 1.88 -1.22
C 5.04 -0.61 4.94
C 4.07 -0.37 3.82
C 2.71 -0.20 4.05
C 1.86 0.00 2.99
N 2.27 0.03 1.71
C 3.58 -0.15 1.48
C 4.50 -0.34 2.49
H 4.68 -0.18 5.87
H 6.02 -0.19 4.71
H 5.17 -1.69 5.10
H 2.32 -0.21 5.05
H 0.80 0.14 3.14
H 3.86 -0.12 0.44
H 5.54 -0.47 2.24
Cl -2.02 1.56 -2.53
C -0.05 1.61 -1.25
H -0.50 2.53 -0.84
H 0.35 1.81 -2.25

Results
HOMO level (alpha / beta) in eV: -8.9 / -9.6
Charge: +1
2S+1: 2
Expectation value of S²: 0.88
E_LUMO (alpha / beta) in eV: -3.166 / -3.273
Energy relative to the best compared isomer or geometry (same formula, charge and spin) in eV: 12.474